{
  "formula": "C5H9N2O2",
  "method": "wB97M-V/def2-TZVPD",
  "charge": 1,
  "relative_energy_kj_mol": 410.4,
  "e_homo_ha": -0.529,
  "e_tot_ha": -455.5704,
  "spin_multiplicity": 1,
  "symbols": ["C", "C", "C", "C", "C", "N", "N", "O", "O", "H", "H", "H", "H", "H", "H", "H", "H", "H"],
  "xyz": [[0.456779, 1.602223, 2.594248], [0.055943, 0.670321, 1.718875], [-0.501504, -1.699436, 0.225300], [-0.322363, 0.754821, 0.377914], [0.143459, -0.486017, -0.586174], [1.501300, -0.588517, -0.960695], [-0.720106, -0.178123, -1.752373], [0.073785, -2.758259, 0.258306], [-1.007141, 1.589738, -0.168947], [0.651565, 1.380185, 3.585959], [0.301773, 2.542320, 2.280804], [0.296503, -0.339290, 2.013203], [-1.533767, -1.443719, 0.545439], [1.637085, -1.510391, -1.268907], [2.046859, -0.585112, -0.106620], [-0.099657, 0.092070, -2.498304], [-1.143029, 1.009041, -1.248509], [-1.402233, -0.831034, -1.985513]],
  "atomic_forces_ev_per_a": [[-1.909, -2.197, -1.699], [1.789, -0.885, 2.307], [1.085, -0.561, -2.092], [2.053, -1.131, -1.381], [-2.883, 0.483, 1.427], [-0.199, 1.380, 1.247], [1.690, 2.413, 1.225], [-0.963, 1.221, 0.557], [-1.118, 0.974, -0.744], [0.930, -0.445, 1.615], [0.008, 3.701, -0.622], [-0.209, -0.469, 0.135], [0.096, -0.697, 0.460], [0.281, -1.718, -0.947], [0.424, 0.441, 0.089], [0.020, -0.310, -0.745], [0.236, -0.832, -0.104], [-1.330, -1.367, -0.730]]
}